This record from the Open Molecules 2025 dataset describes a cluster of 2 separate species, C3H6Cl2Si in total at a distorted geometry. The level of theory is ωB97M-V/def2-TZVPD.

Each line ends with the natural charge from an NBO analysis.
Positions of all 12 atoms, in Å:
H  -1.222  -1.168  2.206  0.253
C  -1.294  -1.174  1.168  -1.142
H  -1.809  -1.993  0.589  0.260
Cl  0.932  -2.820  -0.611  -0.347
Cl  1.798  -1.064  2.087  -0.383
C  0.285  2.216  -1.186  -0.512
C  1.015  1.147  -1.301  -0.277
Si  0.481  -1.271  0.512  1.274
H  0.279  3.066  -1.899  0.193
H  1.700  0.656  -2.075  0.209
H  -0.442  2.527  -0.544  0.204
H  -1.723  -0.121  1.053  0.270

The calculation puts the HOMO-LUMO gap (alpha / beta) at 7.83 / 7.49 eV. The molecular weight comes out at 141.073 g mol⁻¹. For the LUMO energy (alpha / beta), the calculation gives -0.008 / -0.001 hartree. Its spin multiplicity is 1. Its energy above the lowest of the compared OMol25 structures with the same formula, charge and spin is 4.330 eV. For the HOMO energy (alpha / beta), the calculation gives -8.03 / -7.53 eV. As for the total energy: -1327.7220 a.u.

***

This record from the Open Molecules 2025 dataset describes a structure of composition C38H113CaN9O21 at a distorted geometry. The level of theory is ωB97M-V/def2-TZVPD.

Each line ends with the Mulliken charge.
Positions of all 182 atoms, in Å:
H  9.054  21.769  16.600  0.309
C  8.545  10.917  17.945  -0.873
H  15.899  11.343  19.262  -0.176
H  13.095  8.448  15.697  0.348
H  10.787  15.232  15.497  0.381
H  8.725  17.353  21.928  -0.181
Ca  12.366  17.764  16.547  1.641
H  18.769  16.042  20.006  0.283
C  8.011  18.140  21.581  -0.095
H  14.351  14.709  11.493  0.526
C  11.548  13.766  25.991  1.940
H  16.301  11.691  16.408  0.132
H  8.355  19.006  22.160  0.384
O  9.815  10.974  17.278  -0.301
H  7.778  11.064  17.157  0.262
H  9.668  18.763  18.855  -0.094
H  15.450  16.291  21.662  -0.213
H  10.572  10.481  24.855  0.399
H  13.517  14.567  20.171  -0.873
H  9.023  16.228  19.768  0.138
C  10.260  10.998  22.774  -0.362
H  16.075  19.181  18.767  0.578
C  12.298  8.405  16.420  -1.888
O  13.308  20.102  22.481  -0.604
H  12.957  19.304  22.176  0.139
H  15.149  9.728  15.763  -1.026
H  13.700  16.151  23.547  0.287
H  19.162  16.051  21.724  0.434
H  14.730  18.411  19.711  -0.667
H  17.910  9.115  16.392  0.450
H  14.768  12.160  22.888  0.398
H  10.453  10.508  21.793  -0.215
H  8.342  9.975  18.385  0.454
O  14.226  12.790  21.010  0.512
H  12.779  9.472  24.758  0.330
C  16.501  16.472  21.430  0.607
C  11.714  9.816  16.695  1.343
H  14.959  16.899  14.824  0.206
H  10.898  9.852  18.747  0.198
H  14.055  12.389  11.608  0.450
H  9.337  12.816  21.496  0.544
H  12.399  20.394  15.461  0.287
C  16.882  9.110  16.729  -0.388
C  13.776  13.729  13.299  0.698
H  16.742  8.088  14.521  0.369
H  7.238  17.016  23.734  0.284
C  12.283  15.012  25.587  -1.272
C  12.385  9.801  23.732  -0.670
H  11.087  18.277  20.724  0.179
H  13.696  9.540  18.933  -0.110
N  13.804  9.270  19.909  -0.400
O  11.934  15.337  24.256  0.213
C  14.210  12.295  12.701  -0.916
H  16.622  19.330  22.919  0.495
H  7.142  15.805  22.368  0.225
H  10.282  8.388  22.879  0.267
H  16.730  9.680  17.707  -0.162
H  9.895  16.556  15.197  0.249
H  15.703  9.266  13.667  0.248
C  15.907  10.786  20.236  -1.369
C  14.188  19.986  18.440  0.022
H  12.237  20.280  17.980  0.178
O  16.331  7.868  16.866  -0.266
H  12.789  12.933  27.419  0.264
N  11.997  13.557  27.371  -0.805
H  12.309  10.769  11.713  0.330
O  11.166  13.616  16.067  -0.786
H  14.090  15.784  12.697  0.349
H  15.288  12.113  13.040  0.178
O  14.149  16.589  15.219  -0.490
C  10.302  13.145  21.804  -0.840
H  17.235  14.543  22.148  0.272
C  14.464  10.317  20.641  0.370
C  10.204  20.356  16.461  0.657
H  15.189  16.253  19.103  -0.214
H  7.387  18.821  19.542  0.403
H  12.670  7.988  17.336  0.344
H  11.418  11.587  13.072  0.352
H  8.347  11.735  18.722  0.149
H  14.880  13.394  15.065  0.066
H  8.317  17.002  18.312  0.407
C  15.079  18.788  18.748  0.459
H  13.218  13.490  15.317  -0.062
H  11.204  10.151  15.781  0.178
H  12.155  16.667  22.802  -0.039
C  16.228  9.857  15.607  1.662
H  17.430  9.533  13.778  0.403
H  10.847  12.795  16.496  0.251
H  17.516  11.311  15.346  0.344
N  16.504  11.245  15.493  -0.336
H  16.429  11.419  20.948  0.497
H  19.318  14.543  20.855  0.440
H  12.603  17.311  24.409  0.366
H  11.344  13.062  27.906  0.237
H  10.088  8.912  17.590  0.567
H  9.173  11.027  22.860  0.434
H  9.826  14.827  26.496  0.423
H  15.266  18.162  22.842  0.123
O  8.881  20.817  16.486  -0.520
C  10.081  13.949  25.936  -1.341
C  6.683  16.713  22.795  -0.627
C  10.592  9.871  17.675  -1.050
O  10.815  16.197  15.264  -0.504
H  13.999  20.939  20.365  0.223
H  15.268  15.856  17.327  0.135
O  13.458  11.280  13.381  0.117
C  17.237  15.116  21.216  0.420
H  10.130  14.155  22.254  -0.045
O  12.049  18.051  21.059  -0.132
H  13.686  21.980  19.069  0.411
H  10.174  8.185  24.524  0.258
C  17.346  6.988  17.508  -0.900
H  11.845  9.972  13.163  0.300
O  11.922  16.019  18.105  -0.481
N  12.769  19.518  18.364  0.147
C  10.806  10.034  23.891  0.041
N  12.793  10.682  17.126  1.201
O  6.697  17.760  21.868  -0.415
C  14.211  13.028  22.423  -0.037
O  12.868  14.012  18.083  -1.506
H  15.541  14.815  12.814  0.355
H  7.229  16.347  19.617  0.437
H  9.475  19.915  19.878  0.249
C  12.653  15.100  18.607  -0.132
C  18.697  15.474  20.965  -1.718
N  10.041  8.838  23.773  -0.690
C  13.532  11.520  20.695  1.894
H  12.533  9.135  22.849  0.316
H  13.703  20.095  14.549  0.205
H  5.640  16.586  22.960  0.306
H  9.696  14.017  24.893  0.058
H  11.837  12.892  25.432  -0.556
H  15.390  21.542  19.443  0.435
H  12.886  10.713  23.504  -0.117
N  16.796  14.412  20.017  -0.115
O  10.437  19.137  16.391  -0.733
H  10.949  13.266  20.926  0.143
H  16.572  16.874  20.398  -0.088
N  9.528  18.951  19.803  -0.409
H  16.609  16.658  18.084  0.478
H  16.131  13.685  20.207  -0.405
H  12.735  13.834  13.075  0.179
H  13.341  14.851  25.637  0.357
O  13.044  19.716  15.132  -0.520
H  17.980  7.585  18.128  0.411
H  14.133  15.611  15.057  0.285
H  14.667  13.964  22.647  -0.069
H  12.958  11.680  19.729  -0.899
C  12.654  16.422  23.742  -0.799
C  14.371  21.179  19.385  -1.494
H  12.021  15.832  26.321  0.291
O  11.058  21.269  16.461  -0.851
C  12.227  10.919  12.817  -1.056
O  17.037  17.421  22.432  -0.571
H  9.574  13.027  26.419  0.395
O  10.801  12.278  22.830  0.189
C  8.170  16.868  19.394  -1.395
H  12.444  17.306  20.524  -0.128
N  13.988  13.883  14.754  0.250
H  18.018  6.609  16.768  0.340
H  14.458  20.266  17.430  0.324
H  12.880  20.274  23.273  0.292
O  13.049  15.335  19.869  2.831
H  13.212  12.980  22.830  -0.414
H  14.356  8.433  19.932  0.388
O  14.838  17.791  17.720  -0.376
C  8.213  18.291  20.057  0.296
H  14.591  9.919  21.688  0.281
H  13.368  10.867  16.298  -0.668
H  11.535  7.762  16.026  0.557
H  12.423  11.541  17.458  -0.657
H  12.686  11.329  21.398  -1.723
H  17.511  13.759  19.730  0.392
H  16.730  6.189  18.042  0.196
H  16.594  9.950  20.131  0.559
C  14.481  14.793  12.555  -1.926
H  12.383  19.413  19.273  -0.084
H  11.851  13.928  16.766  0.221
C  16.208  18.502  22.387  -0.314
C  15.514  16.511  18.111  -0.428
H  15.885  18.852  21.349  -0.017
C  16.561  9.122  14.320  -1.471

The calculation puts the HOMO-LUMO gap at 9.57 eV. The molecular weight comes out at 1072.442 g mol⁻¹. For the LUMO energy, the calculation gives 0.013 hartree. Its spin multiplicity is 1. For the HOMO energy, the calculation gives -9.22 eV. As for the total energy: -4266.1636 a.u.

***

This record from the Open Molecules 2025 dataset describes a structure of composition C12H28BBrCl5CsMgNO14S at a distorted geometry. The level of theory is ωB97M-V/def2-TZVPD.

Each line ends with the Mulliken charge.
Positions of all 65 atoms, in Å:
H  -2.445  1.626  2.341  0.381
C  1.680  -1.525  7.899  -0.485
H  -2.252  -0.796  -5.792  0.130
O  2.876  -1.994  8.535  -0.353
Mg  -2.653  4.165  0.922  0.441
H  1.036  -2.241  4.574  0.321
O  -0.053  1.796  -4.599  0.025
C  -0.991  2.744  -8.439  0.298
H  -5.552  -4.326  2.864  0.270
N  3.393  -0.481  2.837  0.976
H  -5.413  -3.469  1.366  0.207
C  0.576  1.263  1.616  -0.436
H  -1.891  -2.420  -6.176  0.484
H  -1.085  -0.047  1.143  0.281
O  -3.668  -3.519  2.510  -0.589
Cl  -1.262  4.498  -8.446  -0.119
O  2.208  -0.675  3.193  -0.411
C  3.713  -2.404  7.548  0.620
O  -1.498  0.441  -3.140  -0.634
H  -2.706  1.971  0.628  0.728
H  0.811  -1.710  8.528  0.330
O  4.143  0.192  3.548  -0.608
O  3.069  -2.465  6.360  -0.327
C  1.663  -2.326  6.627  0.486
O  -1.912  -2.437  0.369  -0.634
H  -0.115  -1.527  5.712  0.530
O  0.937  0.583  -2.753  -0.247
O  3.793  -0.969  1.771  -0.602
C  -4.802  -4.068  2.079  -0.591
H  1.777  -0.449  7.727  0.298
H  1.254  -3.329  6.793  0.253
H  1.925  4.053  -6.372  0.298
C  -1.915  1.966  1.434  -1.273
S  -0.417  1.384  -3.091  0.840
H  1.259  -0.622  -4.391  0.162
Cl  -1.878  2.015  -7.097  -0.046
Br  1.517  2.669  0.578  -0.222
H  1.372  -0.677  5.267  0.308
H  1.923  2.360  -4.616  0.334
H  1.457  1.245  -5.920  0.192
C  1.324  1.485  -4.870  -0.140
C  -0.815  1.002  0.955  0.746
H  1.611  1.453  3.658  -0.082
H  -1.076  -2.404  0.843  0.305
C  -1.688  -1.392  -6.539  -1.188
O  4.859  -2.673  7.712  -0.555
H  -1.564  3.028  1.551  0.076
O  2.464  4.120  -5.574  -0.625
H  2.148  4.922  -5.146  0.314
O  -0.464  2.558  -2.283  -0.484
H  -4.707  -5.044  1.544  0.224
Cl  -0.673  0.584  4.159  -0.313
H  1.153  0.325  1.518  0.304
C  0.942  -1.650  5.483  -1.448
H  -2.374  -1.336  -7.422  0.291
H  -2.467  -3.018  0.917  0.318
Cl  0.743  2.421  -8.254  -0.127
H  0.283  2.841  3.295  -0.183
O  -0.419  -1.063  -6.733  -0.696
Cl  -1.554  2.054  -9.969  -0.113
H  -0.689  1.157  -0.138  -0.634
Cs  -1.777  -2.049  -4.074  1.099
B  0.513  1.665  3.190  0.362
H  2.711  0.208  -3.786  0.345
C  1.645  0.310  -3.974  -0.410

Its charge is -1. The calculation puts the HOMO-LUMO gap at 1.84 eV. The molecular weight comes out at 867.607 g mol⁻¹. For the LUMO energy, the calculation gives -0.116 hartree. Its spin multiplicity is 1. For the HOMO energy, the calculation gives -5.01 eV. As for the total energy: -7099.9331 a.u.

***

This record from the Open Molecules 2025 dataset describes a cluster of 2 separate species, C28H29N3O4 in total at a distorted geometry. The level of theory is ωB97M-V/def2-TZVPD.

Each line ends with the natural charge from an NBO analysis.
Positions of all 64 atoms, in Å:
C  -1.992  -0.062  3.011  0.427
C  -7.893  3.898  2.730  -0.418
H  -3.729  1.192  0.624  0.253
H  -6.493  0.577  -0.587  0.205
H  -1.226  -2.469  -1.105  0.239
N  2.292  -0.119  2.972  0.510
C  -4.936  -1.338  -1.416  -0.171
C  0.185  1.134  3.010  -0.159
C  -8.248  2.095  -1.762  -0.640
O  -3.241  -0.039  2.938  -0.744
C  -8.329  7.531  3.796  -0.216
H  -2.843  -3.828  -2.449  0.227
C  -6.244  2.304  0.613  0.238
H  -8.487  3.024  3.044  0.220
C  -8.417  5.140  3.426  -0.041
C  -10.028  6.191  4.900  -0.199
H  -8.104  3.136  -2.087  0.230
H  -11.657  3.606  -0.279  0.261
C  -8.571  2.096  -0.261  0.334
C  -9.509  5.045  4.295  -0.194
C  -4.472  0.653  0.033  0.068
C  -7.814  6.379  3.191  -0.155
N  -9.693  2.992  -0.017  -0.457
C  -4.505  -2.499  -2.054  -0.217
H  -9.956  4.062  4.464  0.209
H  -9.744  0.276  -0.299  0.229
C  -3.172  -2.917  -1.948  -0.143
H  -5.221  -3.080  -2.639  0.222
H  -1.991  -0.388  0.024  0.247
H  -9.246  0.811  1.338  0.233
H  -1.707  2.118  3.036  0.197
C  -8.925  0.707  0.290  -0.637
C  -9.440  7.438  4.645  -0.208
C  -2.267  -2.150  -1.194  -0.220
H  -10.935  2.829  -1.713  0.201
H  -7.374  4.848  0.842  0.235
C  -10.994  2.805  -0.617  -0.421
H  -5.979  -1.035  -1.517  0.199
H  -6.843  3.715  3.008  0.227
H  -8.072  0.028  0.261  0.228
H  -6.947  6.428  2.527  0.194
O  2.908  0.973  2.961  -0.449
C  0.150  -1.320  3.003  -0.163
H  -9.846  8.336  5.113  0.220
C  -1.217  -1.313  3.022  -0.356
H  -10.891  6.104  5.563  0.219
H  -5.572  2.922  1.221  0.236
H  0.769  2.052  3.008  0.235
C  -9.400  4.114  0.704  0.682
C  0.872  -0.102  2.997  -0.094
C  -2.691  -0.986  -0.562  -0.118
C  -4.041  -0.543  -0.641  -0.069
H  0.710  -2.252  2.994  0.235
H  -7.860  8.496  3.596  0.218
H  -1.767  -2.252  3.010  0.208
C  -5.770  1.150  -0.009  -0.391
H  -11.415  1.837  -0.319  0.204
O  2.886  -1.222  2.963  -0.448
H  -7.335  1.540  -1.980  0.227
H  -9.081  1.648  -2.317  0.231
O  -10.165  5.051  0.906  -0.583
N  -7.513  2.752  0.525  -0.347
C  -1.182  1.165  3.034  -0.363
C  -7.957  3.977  1.202  -0.124

The calculation puts the HOMO-LUMO gap at 3.73 eV. The molecular weight comes out at 471.557 g mol⁻¹. For the LUMO energy, the calculation gives -0.094 hartree. Its spin multiplicity is 1. Its energy above the lowest of the compared OMol25 structures with the same formula, charge and spin is 7.036 eV. For the HOMO energy, the calculation gives -6.28 eV. As for the total energy: -1549.4417 a.u.